Formula: C38H37MnN8O2Se
Source: the OMol25 dataset
Level of theory: the ωB97M-V functional and the def2-TZVPD basis

```
! wB97M-V def2-TZVPD RIJCOSX def2/J DEFGRID3
* xyz -1 6
Mn 1.18 0.06 0.22
C 1.28 4.18 -0.94
C 1.01 3.37 -2.18
C 0.38 3.93 -3.28
C 0.19 3.21 -4.45
C 0.63 1.90 -4.52
C 1.25 1.30 -3.43
C 1.72 -0.13 -3.53
C 1.45 2.04 -2.26
N 2.12 1.45 -1.14
C 3.42 1.78 -1.02
O 4.07 2.59 -1.67
C 4.11 1.00 0.08
C 5.42 1.25 0.45
C 5.97 0.48 1.47
C 5.20 -0.51 2.07
C 3.90 -0.69 1.63
N 3.39 0.05 0.66
C 2.99 -1.75 2.19
O 3.45 -2.52 3.05
N 1.77 -1.74 1.65
C 0.95 -2.80 2.08
C 0.25 -2.71 3.30
C 0.37 -1.47 4.13
C -0.53 -3.78 3.71
C -0.64 -4.93 2.94
C 0.05 -5.01 1.74
C 0.87 -3.97 1.31
C 1.72 -4.12 0.07
H 0.60 5.03 -0.88
H 2.31 4.55 -0.96
H 1.18 3.57 -0.04
H 0.02 4.96 -3.22
H -0.31 3.66 -5.30
H 0.48 1.32 -5.42
H 1.20 -0.66 -4.33
H 1.55 -0.67 -2.60
H 2.79 -0.18 -3.72
H 5.96 2.02 -0.07
H 6.99 0.65 1.79
H 5.57 -1.14 2.87
H 0.16 -0.58 3.54
H 1.39 -1.36 4.52
H -0.31 -1.50 4.98
H -1.06 -3.72 4.66
H -1.26 -5.76 3.26
H -0.03 -5.90 1.13
H 1.28 -4.84 -0.61
H 2.72 -4.47 0.35
H 1.85 -3.17 -0.44
N -1.42 2.41 0.63
C -0.52 2.50 1.63
C -0.67 3.51 2.60
C 0.22 3.60 3.64
C 1.26 2.67 3.74
C 1.35 1.71 2.76
N 0.49 1.60 1.73
H -2.08 3.15 0.49
H -1.31 1.86 -0.22
H -1.48 4.22 2.49
H 0.11 4.38 4.38
H 1.98 2.71 4.54
H 2.14 0.97 2.79
N -3.45 -1.93 1.94
C -2.60 -1.92 0.86
C -1.50 -1.06 0.81
N -0.72 -0.99 -0.25
C -1.01 -1.78 -1.28
C -2.08 -2.64 -1.21
N -2.88 -2.73 -0.15
H -3.06 -1.61 2.81
H -4.01 -2.76 2.02
H -1.29 -0.39 1.64
H -0.42 -1.68 -2.18
H -2.33 -3.28 -2.06
Se -2.72 1.84 -2.42
C -4.33 0.92 -2.85
C -4.80 0.87 -4.17
C -5.98 0.20 -4.50
C -6.72 -0.44 -3.51
C -6.27 -0.41 -2.20
C -5.09 0.26 -1.87
H -4.23 1.38 -4.94
H -6.32 0.18 -5.53
H -7.64 -0.96 -3.77
H -6.84 -0.91 -1.42
H -4.75 0.28 -0.84
*
```

Calculated values
**E_HOMO (spin up / spin down)**: -0.127 / -0.127 hartree
**E**: -5611.4600 Eh

Table of Löwdin atomic charges, one value per atom, all in e: Mn 0.927; C -0.038; C -0.217; C -0.071; C -0.112; C -0.072; C -0.214; C -0.045; C -0.211; N 0.002; C -0.497; O 0.029; C -0.171; C 0.007; C -0.042; C 0.003; C -0.196; N 0.085; C -0.512; O 0.018; N 0.044; C -0.233; C -0.221; C -0.038; C -0.070; C -0.101; C -0.061; C -0.210; C -0.039; H 0.076; H 0.082; H 0.048; H 0.107; H 0.098; H 0.105; H 0.076; H 0.032; H 0.086; H 0.115; H 0.104; H 0.115; H 0.046; H 0.084; H 0.074; H 0.101; H 0.092; H 0.104; H 0.073; H 0.088; H 0.056; N 0.155; C -0.382; C -0.021; C -0.074; C -0.077; C -0.150; N 0.043; H 0.081; H -0.030; H 0.112; H 0.107; H 0.101; H 0.098; N 0.140; C -0.363; C -0.080; N 0.012; C -0.116; C -0.096; N 0.149; H 0.088; H 0.095; H 0.102; H 0.099; H 0.112; Se 0.469; C -0.754; C -0.171; C -0.128; C -0.143; C -0.127; C -0.170; H 0.078; H 0.087; H 0.081; H 0.087; H 0.075

---

Formula: C7H13N3O
Source: the OMol25 dataset
Level of theory: the ωB97M-V functional and the def2-TZVPD basis

```
! wB97M-V def2-TZVPD RIJCOSX def2/J DEFGRID3
* xyz 1 2
C -1.29 2.67 0.76
C 1.47 1.17 -0.80
C 0.00 2.15 0.32
C 1.18 2.11 1.15
N 0.20 1.56 -0.87
N 2.09 1.51 0.38
H 2.06 0.65 -1.55
H 3.05 1.30 0.62
H 1.17 2.47 2.17
H -1.18 3.77 0.80
H -1.63 2.38 1.76
H -2.13 2.47 0.11
C -0.11 -2.50 -0.65
C 0.90 -2.52 0.51
C -1.18 -1.41 -0.43
O -1.08 -0.63 0.50
N -2.05 -1.29 -1.45
H 0.48 -2.22 -1.53
H -0.51 -3.51 -0.74
H 0.37 -2.37 1.46
H 1.68 -1.76 0.48
H -2.85 -0.69 -1.31
H -2.02 -1.80 -2.31
H 1.37 -3.50 0.62
*
```

Calculated values
**E_HOMO (spin up / spin down)**: -0.478 / -0.478 hartree
**E**: -513.7608 Eh

Table of Löwdin atomic charges, one value per atom, all in e: C 0.001; C -0.042; C -0.261; C 0.108; N 0.181; N 0.139; H 0.153; H 0.184; H 0.161; H 0.117; H 0.111; H 0.100; C -0.149; C -0.106; C -0.541; O 0.026; N 0.180; H 0.108; H 0.114; H 0.074; H 0.052; H 0.110; H 0.104; H 0.075